--- P ---
The following is a DFT calculation (wB97M-V/def2-TZVPD) of 2 unconnected molecules or ions with the total composition C5H14S.

Each atom is followed by the atoms it is bonded to, with distances in Å.
Cartesian coordinates (Å):
1 H 1.9418 -2.8172 1.1359  C14 1.095
2 C -2.3017 1.9136 -1.3517  H3 1.072, C8 1.544, H9 1.079, H19 1.129
3 H -2.7306 1.1680 -0.7117  C2 1.072
4 H 2.4939 -0.1584 0.1955  C5 1.147
5 C 1.4282 0.2314 0.3614  H4 1.147, C6 1.498, S11 1.859, H17 1.163
6 C 1.3387 1.3840 1.3144  C5 1.498, H7 1.139, H13 1.100, H15 1.117
7 H 0.7150 0.9480 2.1621  C6 1.139
8 C -1.7596 1.1898 -2.6030  C2 1.544, H10 1.108, H16 1.105, H18 1.065
9 H -3.0720 2.6484 -1.5274  C2 1.079
10 H -1.4340 1.9596 -3.3297  C8 1.108
11 S 0.2311 -1.1882 0.4476  C5 1.859, C14 1.863
12 H 0.9383 -2.0401 2.4374  C14 1.098
13 H 2.3062 1.6860 1.7411  C6 1.100
14 C 0.9307 -2.5737 1.4783  H1 1.095, S11 1.863, H12 1.098, H20 1.089
15 H 0.8294 2.3207 0.9813  C6 1.117
16 H -2.5429 0.5037 -2.9733  C8 1.105
17 H 1.2045 0.5786 -0.7258  C5 1.163
18 H -0.9989 0.4797 -2.3783  C8 1.065
19 H -1.3802 2.3746 -0.8899  C2 1.129
20 H 0.2145 -3.3809 1.3314  C14 1.089

LUMO energy, Eh: 0.03616
Total charge: 0
Frontier orbital gap, eV: 9.5
SMILES string: CCSC.CC

---

--- Q ---
The following is a DFT calculation (wB97M-V/def2-TZVPD) of 2 unconnected molecules or ions with the total composition C5H14S.

Each atom is followed by the atoms it is bonded to, with distances in Å.
Cartesian coordinates (Å):
1 H 3.0464 -1.0620 -0.2897  C10 1.107
2 H 2.5574 0.7855 2.0407  C16 1.014
3 H -2.3528 1.9377 -0.7219  C20 1.017
4 H 1.7462 -1.1965 -1.3045  C10 0.986
5 H 0.2022 -1.4038 0.6728  C12 1.071
6 H 1.4942 1.9489 1.9311  C16 1.107
7 H 1.3116 -2.8437 0.2602  C12 1.109
8 H 1.6818 -1.6036 1.5882  C12 1.081
9 H -3.4401 -0.9274 -1.0285  C11 1.101
10 C 1.9583 -0.8890 -0.3924  H1 1.107, H4 0.986, C12 1.587, S17 1.865
11 C -2.8934 -0.0744 -1.4587  H9 1.101, H13 1.156, H19 1.205, C20 1.499
12 C 1.1920 -1.8115 0.6477  H5 1.071, H7 1.109, H8 1.081, C10 1.587
13 H -2.0846 -0.3798 -2.2267  C11 1.156
14 H -3.3143 0.8725 0.3446  C20 1.119
15 H -1.6617 0.8064 0.2388  C20 1.124
16 C 2.3163 1.4880 1.3505  H2 1.014, H6 1.107, S17 1.801, H18 1.029
17 S 1.5176 0.9080 -0.1554  C10 1.865, C16 1.801
18 H 3.0464 2.1784 1.1286  C16 1.029
19 H -3.7899 0.2917 -2.1751  C11 1.205
20 C -2.5339 0.9746 -0.4504  H3 1.017, C11 1.499, H14 1.119, H15 1.124

LUMO energy, Eh: 0.03589
Total charge: 0
Frontier orbital gap, eV: 9.4
SMILES string: CCSC.CC

---

--- R ---
The following is a DFT calculation (wB97M-V/def2-TZVPD) of 2 unconnected molecules or ions with the total composition C5H14S.

Each atom is followed by the atoms it is bonded to, with distances in Å.
Cartesian coordinates (Å):
1 H 1.5715 2.6313 -1.6742  C19 1.098
2 H 1.3917 1.4344 -0.3591  C19 1.086
3 C 0.4823 -3.3646 1.5889  H6 1.086, H10 1.089, S12 1.796, H15 1.088
4 H -1.4708 0.8524 0.5919  C9 1.093
5 H -0.6314 1.2686 -1.6272  C7 1.092
6 H 0.2404 -4.1794 0.9131  C3 1.086
7 C -0.5045 2.1553 -1.0023  H5 1.092, C9 1.531, C19 1.528, H20 1.092
8 H 0.3834 -2.3493 -1.4730  C18 1.089
9 C -1.2120 1.8811 0.3279  H4 1.093, C7 1.531, H13 1.101, H14 1.088
10 H -0.4232 -3.0858 2.1257  C3 1.089
11 H -0.0402 -0.7383 -0.8877  C18 1.084
12 S 1.2286 -1.9600 0.7552  C3 1.796, C18 1.807
13 H -0.5341 2.0804 1.1716  C9 1.101
14 H -1.9816 2.6255 0.5241  C9 1.088
15 H 1.1952 -3.6984 2.3397  C3 1.088
16 H -0.9117 -2.2225 -0.3391  C18 1.092
17 H 1.1678 3.1324 -0.0460  C19 1.086
18 C 0.0516 -1.7811 -0.6048  H8 1.089, H11 1.084, S12 1.807, H16 1.092
19 C 0.9943 2.3526 -0.7824  H1 1.098, H2 1.086, C7 1.528, H17 1.086
20 H -0.9974 2.9656 -1.5426  C7 1.092

LUMO energy, Eh: 0.03768
Total charge: 0
Frontier orbital gap, eV: 9.5
SMILES string: CCC.CSC

---

Which of them is the most stable? Correct choice: R.

---

--- P ---
The following is a DFT calculation (wB97M-V/def2-TZVPD) of 2 unconnected molecules or ions with the total composition C5H14S.

Each atom is followed by the atoms it is bonded to, with distances in Å.
Cartesian coordinates (Å):
1 S -1.0435 0.7191 -1.3606  C9 1.794, C13 1.820
2 H -0.0993 -1.3162 -2.2593  C13 1.087
3 H -2.9729 1.6838 -2.3027  C9 1.082
4 H 2.1462 1.5900 2.1632  C16 1.090
5 H 0.7205 1.3631 1.1822  C16 1.096
6 C 0.1702 -1.2769 1.8980  H15 1.095, H17 1.098, H19 1.090, C20 1.517
7 H 0.1544 0.0685 -3.2919  C13 1.085
8 H 0.6914 1.3175 2.9672  C16 1.101
9 C -2.3207 0.8775 -2.6106  S1 1.794, H3 1.082, H10 1.085, H14 1.087
10 H -1.8973 1.1127 -3.5812  C9 1.085
11 H 2.1209 -0.8036 1.2280  C20 1.089
12 H 1.9236 -0.8447 2.9639  C20 1.084
13 C 0.1919 -0.2693 -2.2612  S1 1.820, H2 1.087, H7 1.085, H18 1.079
14 H -2.9361 -0.0150 -2.6954  C9 1.087
15 H -0.5502 -1.1471 2.7129  C6 1.095
16 C 1.2409 0.9893 2.0709  H4 1.090, H5 1.096, H8 1.101, C20 1.507
17 H 0.2794 -2.3690 1.8988  C6 1.098
18 H 1.1458 -0.1167 -1.7799  C13 1.079
19 H -0.4304 -1.0621 1.0139  C6 1.090
20 C 1.4653 -0.5008 2.0437  C6 1.517, H11 1.089, H12 1.084, C16 1.507

LUMO energy, Eh: 0.03682
Total charge: 0
Frontier orbital gap, eV: 9.5
SMILES string: CCC.CSC

---

--- Q ---
The following is a DFT calculation (wB97M-V/def2-TZVPD) of 2 unconnected molecules or ions with the total composition C5H14S.

Each atom is followed by the atoms it is bonded to, with distances in Å.
Cartesian coordinates (Å):
1 S 0.7516 -1.1917 -2.2142  C16 1.805, C19 1.828
2 H 0.3912 2.0692 3.6632  C18 1.113
3 H 1.3496 -1.0412 0.1821  C16 1.149
4 H -1.6036 2.1459 2.6347  C5 1.068
5 C -0.8592 1.6111 2.0863  H4 1.068, C10 1.549, H15 1.084, C18 1.566
6 H 0.8314 2.9860 2.3755  C18 1.081
7 H 1.3210 1.1826 2.4090  C18 1.074
8 H 0.4086 0.3030 -0.2632  C16 1.094
9 H -1.6483 -0.0606 3.2121  C10 1.087
10 C -1.1696 0.1025 2.2496  C5 1.549, H9 1.087, H12 1.092, H13 1.126
11 H -1.3914 -1.5409 -1.2040  C19 1.088
12 H -1.7993 -0.2390 1.4260  C10 1.092
13 H -0.1635 -0.4006 2.1957  C10 1.126
14 H -1.3742 -1.8287 -2.9477  C19 1.079
15 H -0.8994 1.8616 1.0323  C5 1.084
16 C 1.1964 -0.3187 -0.6979  S1 1.805, H3 1.149, H8 1.094, H20 1.085
17 H -1.5465 -0.1918 -2.3625  C19 1.082
18 C 0.5897 1.9513 2.5747  H2 1.113, C5 1.566, H6 1.081, H7 1.074
19 C -1.0753 -1.1459 -2.1674  S1 1.828, H11 1.088, H14 1.079, H17 1.082
20 H 2.0329 0.3262 -0.9462  C16 1.085

LUMO energy, Eh: 0.03706
Total charge: 0
Frontier orbital gap, eV: 9.5
SMILES string: CCC.CSC

---

Which of them is the most stable? Correct choice: P.

---

--- P ---
The following is a DFT calculation (wB97M-V/def2-TZVPD) of 2 unconnected molecules or ions with the total composition C5H14S.

Each atom is followed by the atoms it is bonded to, with distances in Å.
Cartesian coordinates (Å):
1 H -2.2249 -1.2008 -5.3740  C16 1.089
2 H -0.5565 -1.3196 -4.9037  C16 1.082
3 C -1.6623 0.2747 -3.9159  H7 1.104, H14 1.099, C15 1.553, C16 1.500
4 H 2.9300 0.5698 5.3757  C8 1.081
5 H 1.9316 0.8051 3.0634  C12 1.097
6 H -0.8639 1.3936 -2.1595  C15 1.084
7 H -1.3965 1.1608 -4.5184  C3 1.104
8 C 2.0299 0.1514 5.8031  H4 1.081, H9 1.063, H13 1.086, S18 1.831
9 H 1.2431 0.8208 6.0552  C8 1.063
10 H 0.2483 0.2874 -3.1023  C15 1.086
11 H 0.3077 0.8924 3.5762  C12 1.090
12 C 1.0735 0.1660 3.3041  H5 1.097, H11 1.090, S18 1.784, H19 1.083
13 H 2.3506 -0.4199 6.6689  C8 1.086
14 H -2.7035 0.5922 -3.7623  C3 1.099
15 C -0.7385 0.4511 -2.6795  C3 1.553, H6 1.084, H10 1.086, H17 1.091
16 C -1.5457 -1.0890 -4.5307  H1 1.089, H2 1.082, C3 1.500, H20 1.082
17 H -0.9489 -0.3631 -1.9849  C15 1.091
18 S 1.4656 -1.0536 4.5454  C8 1.831, C12 1.784
19 H 0.7888 -0.2488 2.3448  C12 1.083
20 H -1.7283 -1.8705 -3.8056  C16 1.082

LUMO energy, Eh: 0.03299
Total charge: 0
Frontier orbital gap, eV: 9.4
SMILES string: CCC.CSC

---

--- Q ---
The following is a DFT calculation (wB97M-V/def2-TZVPD) of 2 unconnected molecules or ions with the total composition C5H14S.

Each atom is followed by the atoms it is bonded to, with distances in Å.
Cartesian coordinates (Å):
1 H 1.6364 -1.9623 -2.4076  C2 1.086
2 C 1.3865 -1.5939 -1.4169  H1 1.086, H3 1.089, H4 1.097, S10 1.794
3 H 1.3026 -2.4435 -0.7409  C2 1.089
4 H 0.3439 -1.2605 -1.4855  C2 1.097
5 H -3.6927 1.7176 1.4879  C13 1.086
6 C 1.7203 0.1053 0.7070  S10 1.832, H15 1.095, H18 1.082, H19 1.082
7 H -3.2105 0.2637 -0.9339  C11 1.087
8 H -2.7437 -1.3020 -0.2431  C11 1.089
9 H -1.3407 -0.0450 1.4157  C20 1.074
10 S 2.4016 -0.1844 -0.9693  C2 1.794, C6 1.832
11 C -2.9210 -0.2507 -0.0206  H7 1.087, H8 1.089, H16 1.102, C20 1.536
12 H -1.2614 1.1967 0.1291  C20 1.090
13 C -2.6356 1.5982 1.7039  H5 1.086, H14 1.094, H17 1.089, C20 1.553
14 H -2.6141 1.1061 2.6810  C13 1.094
15 H 1.1263 -0.7585 1.0235  C6 1.095
16 H -3.8757 -0.2973 0.5280  C11 1.102
17 H -2.1606 2.5710 1.8241  C13 1.089
18 H 2.5052 0.1455 1.4501  C6 1.082
19 H 1.0603 0.9629 0.7030  C6 1.082
20 C -1.9089 0.5948 0.7670  H9 1.074, C11 1.536, H12 1.090, C13 1.553

LUMO energy, Eh: 0.03590
Total charge: 0
Frontier orbital gap, eV: 9.5
SMILES string: CCC.CSC

---

Which of them is the most stable? Correct choice: P.

---

--- P ---
The following is a DFT calculation (wB97M-V/def2-TZVPD) of 2 unconnected molecules or ions with the total composition C5H14S.

Each atom is followed by the atoms it is bonded to, with distances in Å.
Cartesian coordinates (Å):
1 S -1.8436 0.2516 0.4509  H6 1.339, C16 1.831
2 C 1.7882 -1.4059 0.6212  H9 1.093, C11 1.534, H15 1.086, H20 1.091
3 H -1.2554 0.0540 -3.2457  C13 1.089
4 H 2.2112 1.2387 -0.1320  C19 1.093
5 H 2.6319 -0.4451 2.3779  C11 1.090
6 H -0.8838 1.1628 0.2451  S1 1.339
7 H -3.0522 0.4812 -1.6289  C16 1.092
8 H 1.1149 0.2409 1.8685  C11 1.091
9 H 0.7744 -1.4170 0.2138  C2 1.093
10 H -0.1123 -0.3632 -1.9345  C13 1.085
11 C 2.0524 -0.1735 1.4959  C2 1.534, H5 1.090, H8 1.091, C19 1.523
12 H -0.7202 1.3128 -2.1503  C13 1.093
13 C -0.9638 0.2490 -2.2147  H3 1.089, H10 1.085, H12 1.093, C16 1.523
14 H -2.4132 -1.1211 -1.3893  C16 1.086
15 H 1.9462 -2.3335 1.1632  C2 1.086
16 C -2.1578 -0.0673 -1.3244  S1 1.831, H7 1.092, C13 1.523, H14 1.086
17 H 3.7687 0.6169 0.4011  C19 1.090
18 H 2.9138 1.8133 1.3773  C19 1.092
19 C 2.7843 0.9316 0.7461  H4 1.093, C11 1.523, H17 1.090, H18 1.092
20 H 2.4844 -1.3914 -0.2184  C2 1.091

LUMO energy, Eh: 0.03571
Total charge: 0
Frontier orbital gap, eV: 10.0
SMILES string: CCC.CCS

---

--- Q ---
The following is a DFT calculation (wB97M-V/def2-TZVPD) of 2 unconnected molecules or ions with the total composition C5H14S.

Each atom is followed by the atoms it is bonded to, with distances in Å.
Cartesian coordinates (Å):
1 S 2.1864 -0.1675 -2.5607  C3 1.798, C19 1.798
2 H -2.4529 1.5397 2.2729  C16 1.091
3 C 0.5754 -0.1236 -1.7628  S1 1.798, H15 1.089, H18 1.087, H20 1.089
4 C -0.7948 0.2392 1.8143  H10 1.090, C12 1.541, H14 1.087, C16 1.546
5 H -0.3885 2.2744 2.3491  C12 1.091
6 H -2.9563 0.0236 1.5135  C16 1.088
7 H 2.7509 -1.7287 -4.2963  C19 1.087
8 H -2.4544 0.0589 3.2230  C16 1.090
9 H 1.0791 1.3663 1.9477  C12 1.089
10 H -0.4821 -0.7562 2.1310  C4 1.090
11 H 1.8431 -2.5104 -2.9947  C19 1.091
12 C 0.1134 1.3109 2.4468  C4 1.541, H5 1.091, H9 1.089, H17 1.090
13 H 1.0050 -1.4930 -4.1823  C19 1.090
14 H -0.7250 0.3065 0.7314  C4 1.087
15 H -0.2291 -0.1139 -2.4968  C3 1.089
16 C -2.2665 0.4652 2.2297  H2 1.091, C4 1.546, H6 1.088, H8 1.090
17 H 0.2722 1.1092 3.5065  C12 1.090
18 H 0.5247 0.7880 -1.1722  C3 1.087
19 C 1.9214 -1.6086 -3.6033  S1 1.798, H7 1.087, H11 1.091, H13 1.090
20 H 0.4778 -0.9797 -1.0970  C3 1.089

LUMO energy, Eh: 0.03668
Total charge: 0
Frontier orbital gap, eV: 9.5
SMILES string: CCC.CSC

---

--- R ---
The following is a DFT calculation (wB97M-V/def2-TZVPD) of 2 unconnected molecules or ions with the total composition C5H14S.

Each atom is followed by the atoms it is bonded to, with distances in Å.
Cartesian coordinates (Å):
1 H -1.7618 -0.6930 5.2370  C20 1.090
2 H 0.8490 1.6179 -1.4973  C6 1.109
3 H -0.3128 -1.7121 4.8221  C20 1.112
4 C -0.8118 -0.1760 3.3833  H12 1.087, H13 1.080, S14 1.909, C20 1.517
5 H 0.9706 -0.4922 -5.1663  C10 1.085
6 C 0.2996 1.3345 -2.4174  H2 1.109, C7 1.538, H15 1.086, H19 1.081
7 C 1.1303 0.1991 -3.0379  C6 1.538, H9 1.094, C10 1.537, H18 1.106
8 H 1.2796 0.6992 3.8663  S14 1.310
9 H 2.0434 0.6886 -3.3901  C7 1.094
10 C 0.4051 -0.4221 -4.2426  H5 1.085, C7 1.537, H16 1.079, H17 1.111
11 H -1.8901 -1.9772 4.0977  C20 1.090
12 H -1.6416 0.4396 3.0460  C4 1.087
13 H -0.3281 -0.6593 2.5477  C4 1.080
14 S 0.1443 1.2464 4.2248  C4 1.909, H8 1.310
15 H -0.7194 1.1219 -2.1090  C6 1.086
16 H -0.6070 -0.0498 -4.2833  C10 1.079
17 H 0.4243 -1.5128 -4.0296  C10 1.111
18 H 1.4658 -0.5258 -2.2723  C7 1.106
19 H 0.2763 2.0639 -3.2147  C6 1.081
20 C -1.2159 -1.1908 4.4357  H1 1.090, H3 1.112, C4 1.517, H11 1.090

LUMO energy, Eh: 0.02848
Total charge: 0
Frontier orbital gap, eV: 9.9
SMILES string: CCC.CCS

---

Which of them is the most stable? Correct choice: P.